C33H40N6ReS4SbSe as an isolated structure, computed with wB97M-V/def2-TZVPD.

Geometry as XYZ:
```
86
Properties=species:S:1:pos:R:3:forces:R:3:mulliken_charge:R:1
Re -0.112851 0.379276 -0.205135 0.076 -0.359 0.529 0.649
C -0.506921 -2.044942 1.784134 0.004 -0.164 0.158 -1.174
N 0.395740 -1.718495 0.669981 0.072 0.211 -0.046 1.157
C 0.275806 -2.759137 -0.355568 -0.012 -0.242 0.043 -1.686
C 0.961479 -2.328438 -1.608124 0.064 -0.008 0.067 0.858
C 1.345434 -3.251273 -2.567442 0.110 -0.012 0.089 -1.266
C 2.098723 -2.819511 -3.642239 0.023 -0.005 -0.054 -0.714
C 2.440273 -1.479113 -3.708677 -0.008 0.030 0.015 -0.898
C 1.971309 -0.618380 -2.733556 0.094 0.017 0.110 -0.755
N 1.230253 -1.023214 -1.687830 -0.264 -0.012 -0.446 0.998
C 1.780834 -1.644949 1.173414 0.088 -0.047 0.031 -1.168
C 1.885873 -0.439748 2.052742 -0.040 -0.050 -0.083 0.610
C 2.788720 -0.350122 3.089159 0.023 0.016 -0.004 -1.039
C 2.793715 0.794469 3.876075 -0.014 -0.003 -0.010 -0.514
C 1.862224 1.777513 3.608638 0.010 -0.001 0.024 -0.983
C 0.983396 1.604042 2.552865 -0.073 -0.008 -0.017 -0.200
N 0.996379 0.524033 1.765842 -0.023 0.175 0.031 0.556
C -1.918905 -1.756988 1.396613 0.075 -0.035 -0.073 0.533
C -2.983365 -2.402092 1.999808 -0.008 0.005 0.000 -1.276
C -4.269797 -2.043659 1.636012 -0.002 0.022 -0.014 -0.429
C -4.428780 -1.055085 0.680103 -0.013 -0.020 0.022 -1.248
C -3.307550 -0.469170 0.123931 0.026 -0.009 -0.019 -0.100
N -2.055667 -0.816908 0.458203 -0.215 0.040 0.069 0.445
H -0.235398 -1.436204 2.645931 -0.028 0.028 -0.004 0.457
H -0.388310 -3.094849 2.074373 0.040 0.007 -0.012 0.556
H -0.780547 -2.974684 -0.529388 -0.029 0.129 -0.038 0.408
H 0.742936 -3.683372 0.006826 -0.086 -0.044 0.010 0.569
H 1.087762 -4.295481 -2.442733 -0.006 0.009 0.005 0.566
H 2.429814 -3.514657 -4.402682 0.005 -0.001 0.003 0.460
H 3.055177 -1.094253 -4.510026 -0.014 0.019 -0.018 0.552
H 2.216458 0.432921 -2.768747 -0.046 0.038 0.011 0.468
H 2.457238 -1.556084 0.324141 0.010 0.020 -0.011 0.449
H 2.045935 -2.552440 1.727456 -0.045 -0.014 -0.010 0.586
H 3.472597 -1.167450 3.276192 0.001 0.012 0.004 0.517
H 3.498424 0.900867 4.689764 -0.007 -0.004 -0.005 0.440
H 1.798904 2.679090 4.200765 0.012 -0.005 -0.003 0.467
H 0.217507 2.330479 2.341502 -0.018 0.001 0.002 0.423
H -2.797280 -3.164176 2.745145 -0.007 0.008 -0.002 0.526
H -5.126915 -2.520504 2.092002 0.004 -0.004 -0.004 0.447
H -5.407478 -0.723474 0.363878 0.003 -0.013 0.009 0.498
H -3.425860 0.317580 -0.603269 0.043 0.032 -0.008 0.628
S -1.492973 2.067609 0.398416 -0.067 0.096 0.047 -0.320
Sb -0.591505 4.407095 0.899284 0.173 -0.143 0.136 0.496
S 1.693917 3.596159 -0.011285 0.052 0.062 0.224 -0.280
S 1.543570 1.768344 -0.850564 0.215 0.178 -0.360 -0.219
S -1.461190 5.586978 -0.756343 -0.111 0.084 -0.286 -0.579
C -3.332256 -4.609811 -4.710488 0.022 -0.034 -0.008 -1.176
C -3.731910 -3.238473 -4.176864 0.002 0.006 0.026 -0.497
C -2.884321 -2.097981 -4.732869 -0.013 -0.026 -0.043 -0.272
C -1.446910 -2.163287 -4.237605 -0.025 0.026 -0.066 -1.180
N -0.683231 -0.982751 -4.629894 0.055 -0.080 0.045 1.336
C -0.628235 0.169914 -3.939947 0.073 0.184 -0.063 -1.102
Se -1.584277 0.546620 -2.369228 -0.071 -0.091 -0.185 -0.088
N 0.142118 1.042307 -4.618538 -0.059 -0.055 0.113 1.690
C 0.342832 2.467094 -4.296830 -0.062 -0.107 -0.018 -0.986
C -0.304288 3.352542 -5.357865 0.048 0.012 -0.002 -0.813
C -1.830113 3.287519 -5.362978 0.043 -0.081 -0.033 -0.099
C -2.464630 3.963835 -4.158354 -0.127 0.068 0.117 -1.141
C 0.617164 0.419800 -5.765453 0.028 0.050 0.009 0.075
C 1.493496 0.854357 -6.755382 0.010 -0.047 -0.004 -0.867
C 1.787595 -0.043231 -7.763347 0.015 0.009 -0.003 -0.938
C 1.227511 -1.328986 -7.790306 -0.004 -0.015 -0.004 -0.787
C 0.364782 -1.763182 -6.802411 0.018 -0.015 0.019 -0.846
C 0.080659 -0.862782 -5.781655 -0.033 0.001 -0.020 0.948
H -3.993713 -5.389623 -4.333655 -0.004 0.014 0.001 0.402
H -2.315166 -4.884619 -4.420035 -0.009 0.010 0.001 0.253
H -3.382929 -4.633229 -5.801364 -0.003 0.006 0.014 0.295
H -3.666256 -3.228835 -3.083030 -0.006 0.007 -0.006 0.223
H -4.778779 -3.044499 -4.415995 0.009 -0.011 -0.028 0.408
H -3.305041 -1.135773 -4.432705 0.006 -0.007 0.038 0.263
H -2.891119 -2.125668 -5.827407 -0.011 0.021 0.008 0.383
H -0.916418 -3.028903 -4.635181 -0.011 -0.004 0.016 0.675
H -1.420477 -2.218661 -3.148419 -0.038 0.032 -0.020 -0.418
H 1.415945 2.642819 -4.208216 0.016 -0.002 -0.063 0.330
H -0.098205 2.628665 -3.314881 0.012 0.041 0.026 0.321
H 0.079548 3.075017 -6.341958 0.003 0.036 0.003 0.382
H 0.025844 4.377887 -5.175097 -0.031 0.002 0.042 0.543
H -2.146930 2.238163 -5.422652 -0.023 0.016 0.016 0.025
H -2.191095 3.752293 -6.282730 0.020 0.033 0.007 0.397
H -2.232208 3.462477 -3.218395 0.054 -0.014 -0.001 0.114
H -3.551538 3.983781 -4.247553 0.002 -0.020 -0.021 0.378
H -2.125503 4.996301 -4.058500 0.014 -0.005 -0.032 0.336
H 1.925581 1.844931 -6.738244 0.007 -0.012 -0.005 0.537
H 2.461851 0.252502 -8.555625 -0.006 0.003 0.008 0.457
H 1.476888 -1.994085 -8.606036 -0.005 0.006 0.006 0.445
H -0.066373 -2.755249 -6.827393 -0.001 0.008 0.001 0.527
```
Forces are in eV/Å.

Summary:
Highest occupied orbital energy (spin up / spin down) ... -9.0318 / -9.0129 eV
Total energy ... -161164.6921 eV
Energy above the lowest of the compared OMol25 structures with the same formula, charge and spin ... 0.0 kJ/mol
Total charge ... +1
E_LUMO (spin up / spin down) ... -2.77 / -3.42 eV
Multiplicity ... 2
Frontier orbital gap (spin up / spin down) ... 6.3 / 5.6 eV



C33H41AsBrIrNOSSb as an isolated structure at a distorted geometry, computed with wB97M-V/def2-TZVPD.

Geometry as XYZ:
```
81
Properties=species:S:1:pos:R:3:forces:R:3:mulliken_charge:R:1
Ir -0.609012 -0.134000 -0.528434 -0.489 0.962 -0.668 2.671
S -0.845815 -0.056640 1.791528 0.229 0.064 0.377 -0.078
C 0.745112 -0.143978 2.520376 -0.004 0.054 -0.014 1.208
C 0.799201 -0.019173 3.916556 -0.053 -0.007 0.008 -1.046
C 2.002401 -0.039343 4.586153 0.083 -0.013 0.028 -0.688
C 3.200072 -0.186148 3.889420 -0.002 -0.016 -0.008 -0.816
C 3.161711 -0.323140 2.514981 0.104 -0.043 0.007 -0.273
C 1.948076 -0.313313 1.831135 0.006 0.162 -0.169 -0.978
As 1.850081 -0.558655 -0.081824 -0.837 -0.843 0.451 1.052
C 3.687742 -0.216131 -0.655996 -0.295 0.452 -0.306 0.024
C 4.604041 -1.248930 -0.811205 -0.121 -0.169 0.076 -0.292
C 5.905649 -0.971645 -1.201478 0.053 -0.007 0.016 -0.766
C 6.302889 0.333577 -1.442029 0.018 0.013 -0.001 -0.503
C 5.392918 1.368069 -1.287567 0.020 0.008 0.001 -0.710
C 4.091933 1.090726 -0.901331 -0.051 0.071 0.062 0.015
C 1.912918 -2.505646 -0.226841 0.003 0.039 0.063 -0.259
C 1.805736 -3.069892 -1.494155 -0.052 0.093 -0.109 0.029
C 1.779028 -4.447021 -1.644479 0.000 -0.068 -0.051 -0.729
C 1.855429 -5.271129 -0.529808 0.019 -0.059 0.003 -0.567
C 1.958521 -4.711103 0.734302 0.023 -0.031 0.032 -0.869
C 1.985908 -3.331229 0.887300 0.070 0.088 0.026 -0.027
H -0.125981 0.106052 4.464934 -0.021 0.004 0.002 0.483
H 2.011653 0.066650 5.663053 0.011 0.007 0.028 0.380
H 4.145535 -0.194471 4.413260 0.024 0.003 0.015 0.417
H 4.085189 -0.444670 1.959699 -0.005 0.013 0.010 0.429
H 4.313374 -2.274259 -0.623627 0.011 0.028 -0.030 0.428
H 6.610011 -1.784586 -1.317358 0.010 -0.014 -0.001 0.416
H 7.318402 0.543937 -1.749043 0.021 0.006 -0.011 0.377
H 5.692002 2.390676 -1.472910 0.004 0.028 -0.004 0.428
H 3.393212 1.905663 -0.780993 -0.007 -0.027 -0.006 0.020
H 1.721938 -2.430828 -2.368447 -0.005 0.012 0.023 0.450
H 1.698652 -4.877349 -2.634396 -0.005 -0.005 -0.014 0.426
H 1.835987 -6.347100 -0.648181 0.004 -0.006 0.002 0.339
H 2.020213 -5.346949 1.607975 -0.007 -0.021 0.016 0.381
H 2.060439 -2.901125 1.878586 -0.009 0.008 0.005 0.384
C -5.743357 -0.307327 1.605102 -0.066 -0.013 0.090 -1.397
C -4.988073 -0.119569 0.320857 0.155 0.043 0.074 0.682
C -5.632911 0.009886 -0.918618 -0.253 0.061 -0.433 -0.488
C -4.904695 0.201668 -2.077114 -0.248 -0.132 1.327 -1.078
C -3.508188 0.225134 -1.973396 0.598 0.358 -2.820 -0.796
Br -0.177975 -0.013196 -3.047440 0.150 -0.061 0.171 -0.535
N -2.940709 0.105856 -0.835630 1.675 -0.590 2.019 0.503
C -3.615780 -0.058801 0.325579 -0.329 -0.007 0.070 -0.372
H -6.818244 -0.266185 1.435290 -0.022 0.002 -0.008 0.400
H -5.488679 0.468002 2.328495 -0.005 0.010 0.024 0.312
H -5.514515 -1.269857 2.063857 -0.007 -0.023 0.020 0.267
H -6.717408 -0.040522 -0.959267 -0.054 -0.023 0.094 0.381
H -5.398363 0.310484 -3.031554 0.017 0.021 -0.082 0.477
H -3.035864 -0.132595 1.238079 -0.295 -0.037 -0.028 0.289
C 1.638246 4.205540 -0.774283 0.077 0.025 -0.102 -0.839
C 0.470479 4.005392 0.174770 -0.060 0.000 0.130 -0.809
Sb -0.944812 2.532376 -0.467967 -0.083 0.276 -0.115 -0.126
C -1.786699 3.559400 -2.154132 -0.059 0.041 0.050 -0.609
C -1.048919 3.534114 -3.482200 0.119 -0.019 -0.052 -1.012
C -2.535640 3.206560 0.811543 -0.079 -0.006 -0.096 -0.727
C -2.308129 3.200631 2.315433 0.106 0.011 0.072 -1.225
H 2.387821 4.880798 -0.356512 0.011 -0.013 0.013 0.388
H 1.310070 4.627148 -1.724217 -0.009 0.017 -0.007 0.290
H 2.127732 3.260693 -1.004496 -0.001 0.025 -0.034 0.008
H -0.093265 4.933829 0.290775 -0.034 -0.017 0.049 0.458
H 0.804471 3.700164 1.168952 0.049 0.014 -0.016 0.479
H -1.913043 4.586318 -1.797596 -0.001 -0.011 0.033 0.448
H -2.787025 3.134098 -2.264012 0.035 -0.068 0.009 0.410
H -0.057666 3.983070 -3.405770 0.023 0.010 -0.001 0.170
H -1.603400 4.097849 -4.235762 -0.017 0.001 0.005 0.371
H -0.919178 2.516926 -3.840852 -0.041 -0.017 -0.023 0.161
H -3.424544 2.633340 0.541252 0.015 -0.032 0.005 0.474
H -2.710450 4.229927 0.467383 -0.001 -0.017 -0.045 0.571
H -2.148869 2.194174 2.697098 -0.037 0.006 0.003 0.252
H -3.164363 3.639910 2.832659 -0.011 -0.011 0.006 0.404
H -1.430479 3.791055 2.587667 0.015 0.005 0.001 0.317
C -1.603007 -4.045802 0.668479 -0.092 -0.184 0.036 -1.037
O -1.080559 -2.720492 0.579565 0.138 0.810 -0.508 0.046
C -1.065828 -2.017073 -0.535213 -0.121 -1.583 -0.094 0.133
C -1.571286 -2.731303 -1.758969 -0.059 0.310 0.337 -1.469
H -2.579176 -4.114618 0.190356 0.019 -0.015 0.049 0.401
H -1.696995 -4.230033 1.735840 0.007 -0.045 -0.040 0.189
H -0.903913 -4.755654 0.226941 -0.038 0.010 0.001 0.336
H -1.508657 -3.814247 -1.700135 0.022 -0.014 0.029 0.601
H -1.061391 -2.362808 -2.643080 0.028 0.082 -0.018 0.286
H -2.621945 -2.431120 -1.876896 0.014 0.013 -0.056 0.259
```
Forces are in eV/Å.

Summary:
Highest occupied orbital energy (spin up / spin down) ... -6.1502 / -6.1523 eV
Total energy ... -189514.9835 eV
Energy above the lowest of the compared OMol25 structures with the same formula, charge and spin ... 27.5 kJ/mol
E_LUMO (spin up / spin down) ... 0.04 / 0.04 eV
Multiplicity ... 1
Frontier orbital gap (spin up / spin down) ... 6.2 / 6.2 eV